Below is a 2-piece molecular cluster, C7H8IN2 overall, with properties calculated with wB97M-V/def2-TZVPD.

The geometry in XYZ format:
```
18
Properties=species:S:1:pos:R:3
C -1.3837 2.1964 -0.0268
C -0.3899 2.2098 -0.8508
C -1.6157 1.1481 0.8322
C 0.2921 0.3028 -0.1755
C -2.6631 0.9145 1.7983
C 1.7701 -2.0394 -1.3855
C 1.6836 -1.2941 -0.1075
N -0.6292 0.2497 0.6354
N 0.5657 1.3249 -1.0012
I 3.4187 -0.3560 0.6453
H -2.9121 1.8838 2.1827
H -2.3358 0.1531 2.6679
H -3.4674 0.4258 1.2177
H 0.8417 -2.4379 -1.6972
H 2.0763 -1.2887 -2.1781
H 2.3175 -2.9396 -1.4851
H 1.1542 -1.7316 0.7081
H 1.2771 1.2785 -1.7800
```

Values from the calculation:
LUMO (alpha / beta), eV: -4.21 / -8.50
HOMO level (alpha / beta), eV: -10.94 / -12.90
DFT total energy, Ha: -678.161450
Relative energy (zero: lowest compared OMol25 entry of this formula, charge and spin), eV: 1.6602
Multiplicity: 3
Total charge: +1

Below is C18H19N3O3Re as an isolated structure, with properties calculated with wB97M-V/def2-TZVPD.

The geometry in XYZ format:
```
44
Properties=species:S:1:pos:R:3
Re -1.0062 0.0183 -0.4800
O -0.3675 -3.5485 1.9863
C 0.9800 -3.5606 1.9372
C 1.6266 -4.4665 2.7801
C 3.0021 -4.5428 2.7996
C 3.7714 -3.7174 1.9789
C 3.1380 -2.8257 1.1429
C 1.7417 -2.7295 1.1021
C 1.1187 -1.7570 0.1911
O -0.2238 -1.6710 0.2007
N 1.8259 -1.0318 -0.6055
N 0.9457 -0.2047 -1.3159
C 1.3862 0.2796 -2.4159
C 0.5490 1.0292 -3.3206
C 1.1470 1.7965 -4.3290
C 0.3821 2.4965 -5.2340
C -1.0102 2.4109 -5.1586
C -1.6221 1.6395 -4.1916
C -0.8529 0.9473 -3.2570
O -1.4826 0.1687 -2.3522
H -0.6855 -2.8725 1.3604
H 1.0142 -5.0977 3.4102
H 3.4858 -5.2513 3.4606
H 4.8511 -3.7753 1.9976
H 3.7090 -2.1747 0.4950
H 2.4203 0.0715 -2.6822
H 2.2291 1.8363 -4.3806
H 0.8530 3.0982 -5.9991
H -1.6212 2.9530 -5.8696
H -2.6989 1.5540 -4.1332
C -0.6656 2.3483 2.5738
C -1.9442 1.8554 1.8990
C -2.7858 3.0356 1.4174
C -2.7495 0.9739 2.8520
N -1.5851 1.0448 0.7518
H -0.9125 2.9568 3.4456
H -0.0770 2.9530 1.8821
H -0.0559 1.5040 2.8991
H -3.0922 3.6486 2.2670
H -3.6793 2.6802 0.9023
H -2.2130 3.6565 0.7269
H -3.0535 1.5538 3.7255
H -2.1511 0.1249 3.1848
H -3.6415 0.5918 2.3547
```

Values from the calculation:
LUMO (alpha / beta), eV: -0.39 / -0.63
HOMO level (alpha / beta), eV: -7.79 / -7.71
DFT total energy, Ha: -1165.578079
Relative energy (zero: lowest compared OMol25 entry of this formula, charge and spin), eV: 0.4688
Multiplicity: 2
Total charge: 0

Below is a 6-piece molecular cluster, C25H67N7O7P overall, with properties calculated with wB97M-V/def2-TZVPD.

The geometry in XYZ format:
```
107
Properties=species:S:1:pos:R:3
N -0.5715 -3.5980 0.2236
P 0.1969 -2.4699 1.0614
N 0.9185 -1.3917 0.1244
C 0.5633 0.0018 0.2956
C -0.8884 0.4137 -0.0951
C -1.6034 -0.5296 -1.0539
C -2.9859 -0.9468 -0.5898
O -3.0183 -1.2380 0.8362
C -3.8328 -0.4732 1.5582
O -5.0367 -0.3773 1.4121
H -0.2011 -4.5120 0.4532
H 1.1224 -3.1415 1.9099
H -0.6706 -1.7859 1.9571
H 1.2374 0.5875 -0.3278
H 0.7315 0.3703 1.3150
H -0.8170 1.3807 -0.5862
H -1.4882 0.6012 0.7831
H -1.7901 -0.0117 -1.9905
H -1.0229 -1.4087 -1.2948
H -3.3333 -1.8315 -1.0998
H -3.6681 -0.1230 -0.7625
H -3.3269 0.1032 2.3432
C -1.8149 6.3950 1.7001
C -0.7606 5.2938 1.6237
C -1.1939 4.0802 0.7913
O -2.1042 3.2179 1.4361
C -3.4559 3.6306 1.4057
N -0.3605 4.9206 2.9836
H -2.6123 6.1474 2.3996
H -1.3617 7.3242 2.0473
H -2.2638 6.5806 0.7212
H 0.1162 5.7177 1.1241
H -0.3074 3.4713 0.5968
H -1.5874 4.3933 -0.1864
H -3.6966 4.1504 0.4729
H -3.6897 4.2752 2.2577
H -4.0799 2.7394 1.4821
H 0.4196 4.2718 2.9335
H -1.1144 4.3684 3.3820
C 0.1536 -3.5382 -3.4710
C -1.0021 -3.3239 -4.4414
C -1.1964 -4.4734 -5.4393
O -0.2602 -4.5118 -6.5037
C 0.9840 -5.1022 -6.1847
N -0.8360 -2.0338 -5.1241
H 1.1234 -3.3508 -3.9358
H 0.0693 -2.8629 -2.6204
H 0.1521 -4.5550 -3.0756
H -1.9177 -3.2688 -3.8449
H -2.1704 -4.3469 -5.9216
H -1.2183 -5.4413 -4.9214
H 0.8673 -5.9248 -5.4737
H 1.6831 -4.3683 -5.7785
H 1.4071 -5.4962 -7.1100
H -1.6633 -1.8429 -5.6828
H -0.0920 -2.1420 -5.8071
C 2.2220 -3.3940 6.9074
C 1.1655 -3.3256 5.8080
C 1.0657 -4.6049 4.9655
O 2.0994 -4.7569 4.0229
C 3.3147 -5.2966 4.4852
N 1.4110 -2.1330 4.9921
H 3.2283 -3.2602 6.5115
H 2.0563 -2.5996 7.6350
H 2.1840 -4.3495 7.4371
H 0.1937 -3.2005 6.2965
H 0.1476 -4.5479 4.3764
H 0.9871 -5.5012 5.5989
H 3.1584 -6.0677 5.2464
H 3.9769 -4.5164 4.8748
H 3.8038 -5.7477 3.6199
H 0.6484 -2.0159 4.3302
H 2.2231 -2.3029 4.3993
C -3.4898 7.0281 -5.0011
C -2.7728 7.5495 -3.7596
C -2.3568 6.4501 -2.7728
O -3.4086 5.9253 -1.9891
C -4.1978 4.9377 -2.6324
N -3.6057 8.5763 -3.1256
H -4.5262 6.7654 -4.7932
H -3.5029 7.7952 -5.7749
H -2.9879 6.1484 -5.4078
H -1.8503 8.0316 -4.0957
H -1.6575 6.8904 -2.0563
H -1.8212 5.6391 -3.2833
H -3.5989 4.3237 -3.3099
H -5.0269 5.3946 -3.1778
H -4.6190 4.2933 -1.8617
H -3.0839 9.0077 -2.3684
H -4.3741 8.1025 -2.6594
C 5.5021 -0.9098 1.8285
C 5.3114 -2.3818 2.1818
C 5.6867 -3.3461 1.0474
O 4.7319 -3.4507 0.0201
C 4.7290 -2.4156 -0.9452
N 3.9346 -2.5728 2.6303
H 4.7018 -0.5422 1.1879
H 5.4917 -0.3043 2.7349
H 6.4562 -0.7426 1.3217
H 5.9828 -2.6064 3.0192
H 5.7550 -4.3539 1.4688
H 6.6789 -3.1018 0.6373
H 5.7431 -2.0463 -1.1384
H 4.0785 -1.5931 -0.6415
H 4.3229 -2.8316 -1.8658
H 3.8153 -3.5224 2.9657
H 3.3409 -2.5313 1.8015
```

Values from the calculation:
LUMO, eV: 2.27
HOMO level, eV: -3.59
DFT total energy, Ha: -2243.931006
Total charge: -1

Below is an isolated molecule of C5H8FNO, with properties calculated with wB97M-V/def2-TZVPD.

The geometry in XYZ format:
```
16
Properties=species:S:1:pos:R:3
C 0.6202 1.5441 -0.4025
C -0.2404 0.8279 0.7020
C -0.5727 -0.6846 0.6996
C 0.2259 -1.5812 0.0040
C 0.3390 -2.8546 0.4049
H -0.2641 3.2168 -1.6427
H -1.4963 2.0192 -1.2198
H 1.1386 0.6203 -1.0691
H 1.6088 2.0408 -0.1829
H -0.1566 1.4319 1.6861
H -1.1159 -1.1467 1.7540
H 0.7173 -1.3534 -1.0375
H 0.2903 -3.1266 1.4224
N -0.5316 2.5342 -0.9110
O -1.4827 0.3270 0.1922
F 0.9202 -3.8149 -0.3996
```

Values from the calculation:
LUMO, eV: 1.00
HOMO level, eV: -9.22
SMILES: NC[C@H]1O[C@H]1/C=C/F
DFT total energy, Ha: -425.001473
Relative energy (zero: lowest compared OMol25 entry of this formula, charge and spin), eV: 5.5410
Total charge: 0

Below is an isolated molecule of C6H10N2, with properties calculated with wB97M-V/def2-TZVPD.

The geometry in XYZ format:
```
18
Properties=species:S:1:pos:R:3
C -1.8835 -0.0766 0.7279
C -1.2115 0.7728 -0.4105
C 0.9669 0.5956 0.3613
C 2.3180 0.0519 0.2830
C 1.1505 -0.6195 -0.3844
C -1.1392 -0.7866 -0.3108
H -2.9435 0.1036 0.6574
H -1.4538 0.1156 1.7652
H -1.9229 1.1065 -1.1692
H -0.1465 2.4969 0.0310
H 0.5191 0.2779 1.3244
H 2.9981 0.5967 -0.4788
H 2.8714 -0.3275 1.1233
H 1.3497 -0.4949 -1.5872
H 0.0428 -2.4375 -0.5275
H -1.7607 -1.3612 -1.0850
N 0.1142 1.5361 -0.3622
N 0.1309 -1.5497 0.0422
```

Values from the calculation:
LUMO, eV: 1.16
HOMO level, eV: -8.44
SMILES: C1[C@@H]2N[C@@H]3C[C@H]3N[C@H]12
DFT total energy, Ha: -343.960408
Relative energy (zero: lowest compared OMol25 entry of this formula, charge and spin), eV: 4.7975
Total charge: 0

Below is C2BrClFN as an isolated structure, with properties calculated with wB97M-V/def2-TZVPD.

The geometry in XYZ format:
```
6
Properties=species:S:1:pos:R:3
C 0.7184 0.5501 -0.4399
C -0.3688 0.1908 0.3600
N 1.5703 0.8230 -1.1826
F -0.2469 -0.0290 1.6181
Cl 0.4286 -1.9876 -0.1626
Br -2.1016 0.4528 -0.1931
```

Values from the calculation:
LUMO (alpha / beta), eV: -2.48 / -2.48
HOMO level (alpha / beta), eV: -10.50 / -10.50
DFT total energy, Ha: -3264.934121
Relative energy (zero: lowest compared OMol25 entry of this formula, charge and spin), eV: 1.7495
Total charge: 0

Question: What is the total charge in the second record?
Answer: 0

Question: Which value of DFT total energy does entry 6 give?
Answer: -3264.934121 Ha

Question: Number 6 is which compound?
Answer: C2BrClFN